# 1
The following is a quantum chemistry calculation of a structure of composition C10H30ClO5, from OMol25.

The geometry in XYZ format:
```
46
C10H30ClO5 | OMol25 | ωB97M-V/def2-TZVPD
C 3.150 -2.401 1.814
H 2.524 1.755 -2.662
H -0.976 1.356 1.079
H -1.969 -0.568 -0.203
H -3.391 -0.138 1.532
H -0.293 4.641 1.715
H 1.088 1.980 1.579
O -0.506 -2.285 -0.757
H 1.139 -2.356 0.762
Cl -0.548 -0.012 0.434
H 0.729 2.690 0.136
O -0.946 2.267 1.380
C -3.423 1.613 0.104
H -3.557 1.763 -0.968
C 1.689 -1.902 1.586
H -2.287 -1.565 -1.229
H -4.205 2.232 0.544
C 0.580 3.989 1.753
C 0.352 2.665 1.159
H -0.405 -1.458 -0.280
H -4.668 -0.132 0.366
H 0.859 -0.198 1.169
H 3.625 -1.933 2.676
H 1.901 1.291 -0.235
H 3.925 1.531 -1.751
H 1.417 4.440 1.221
O 0.820 0.210 -1.547
H -2.424 -3.302 -3.193
H 3.172 -3.468 2.035
H -2.482 2.007 0.486
C -1.612 -3.368 -2.469
H -1.143 -1.335 -2.491
O 1.735 -0.470 1.453
C 2.040 0.488 -0.959
H 3.828 -2.206 0.983
C -1.460 -2.058 -1.739
H -1.940 -4.191 -1.835
H 0.913 3.984 2.791
C -3.622 0.143 0.504
O -2.900 -0.689 -0.404
C 3.022 1.001 -2.054
H 3.256 0.149 -2.693
H -0.676 -3.567 -2.992
H 1.076 -2.195 2.438
H 0.213 -0.014 -0.838
H 2.379 -0.385 -0.402
```

Properties
Largest force on an atom in eV/A: 5.21
Energy above the lowest of the compared OMol25 structures with the same formula, charge and spin in kcal/mol: 162.4
Molecular weight in g/mol: 265.798
Charge: -1
HOMO-LUMO gap in Ha: 0.3176
HOMO level in eV: -5.19



# 2
The following is a quantum chemistry calculation of a structure of composition C10H30F2N7O3P2PdS, from OMol25.

The geometry in XYZ format:
```
56
C10H30F2N7O3P2PdS | OMol25 | ωB97M-V/def2-TZVPD
H -0.214 1.183 -4.332
H -1.976 -1.854 2.357
C -1.872 -2.237 -1.943
H -2.980 -0.314 -0.786
S -2.368 2.230 -0.814
N 0.781 0.325 2.795
C 0.785 2.365 -2.142
F -2.543 -1.867 -3.111
H -1.399 0.931 -3.015
H 2.868 -0.031 2.915
F -2.877 -2.952 -1.228
C 1.916 -0.350 3.364
H -1.171 -3.033 -2.264
H 4.337 0.803 -2.622
C -0.402 0.647 -3.397
H -4.455 2.793 1.948
N -3.580 2.790 1.449
N -0.010 -1.904 1.716
H 4.027 -0.913 -2.249
H 2.879 -0.010 -3.251
H -1.207 -3.457 2.401
H -4.240 -1.153 -0.030
O 1.304 -1.575 -1.795
H -0.155 2.785 -1.771
H 0.741 2.077 3.945
H 1.800 -1.422 3.220
H 1.086 2.917 -3.038
Pd -1.265 -0.590 -0.799
N -4.031 -0.252 -0.457
O 0.879 0.222 0.252
C -3.406 1.878 0.432
C 0.907 -2.699 0.924
H 1.856 -2.174 0.819
N -4.141 0.769 0.492
H 3.003 0.905 0.772
C -1.312 -2.534 1.824
N 0.669 0.965 -2.477
H -4.649 0.562 1.346
C 3.553 0.068 -2.400
C 3.585 0.521 -0.061
H -1.738 -2.767 0.834
H -0.388 -0.425 -3.595
H 1.560 2.468 -1.387
N 2.786 0.493 -1.256
P -0.090 -0.244 1.448
H 1.768 2.182 2.495
H 3.985 -0.467 0.221
H -0.003 2.173 2.338
P 1.172 -0.178 -1.357
O -1.412 0.388 1.542
H 0.506 -2.902 -0.079
H 1.086 -3.651 1.436
H 1.960 -0.134 4.440
H 4.434 1.193 -0.229
C 0.834 1.763 2.899
H -3.182 3.694 1.256
```

Properties
Largest force on an atom in eV/A: 2.10
Energy above the lowest of the compared OMol25 structures with the same formula, charge and spin in kcal/mol: 63.9
Molecular weight in g/mol: 534.827
Charge: -1
HOMO-LUMO gap in Ha: 0.2080
HOMO level in eV: -2.82



# 3
The following is a quantum chemistry calculation of a structure of composition C10H30KO10, from OMol25.

The geometry in XYZ format:
```
51
C10H30KO10 | OMol25 | ωB97M-V/def2-TZVPD
H 2.876 5.069 4.613
H 3.633 -4.043 -2.864
C -6.127 -0.825 -2.242
C 5.711 -4.111 -2.188
H 1.229 6.938 4.525
K 0.359 0.143 0.545
H -6.715 1.049 -2.026
C 1.240 6.112 5.236
H -1.702 3.904 -1.444
H -4.380 -1.989 -1.488
H 0.532 4.062 5.467
O 0.818 3.611 -2.134
H 4.489 -1.800 -1.410
C 0.202 4.851 -2.128
H 0.586 5.296 -1.211
H 3.816 -3.986 -1.166
H 0.578 5.533 -2.891
H -5.429 -0.400 0.003
C -0.925 -5.384 1.688
C -4.717 -0.969 -1.672
H -6.034 -1.487 -3.103
C -1.343 4.710 -2.084
O 0.163 -6.624 -0.032
O -4.611 -0.257 -0.478
H -3.950 -0.642 -2.374
C 4.256 -3.602 -2.086
C -0.748 -5.531 0.168
H -0.225 -4.646 -0.195
O 6.380 -3.950 -0.984
H 7.262 -4.286 -1.159
H -1.216 3.792 -3.758
H 1.626 4.010 3.752
H 0.976 6.518 6.212
O -1.724 4.524 -3.399
O 2.627 5.583 5.384
H 0.925 -6.543 0.547
H 0.430 -5.443 3.015
O 0.164 -4.825 2.330
H -1.646 -4.575 1.814
H -0.701 5.155 4.772
H -6.959 -1.090 -1.589
H -1.207 -6.350 2.108
H -1.657 -5.788 -0.375
O 0.777 4.406 3.541
C 0.363 4.924 4.821
H 1.758 3.737 -2.288
H 6.315 -3.527 -2.882
O -6.261 0.548 -2.708
H -1.644 5.670 -1.665
H 5.791 -5.174 -2.418
O 4.041 -2.295 -2.100
```

Properties
Largest force on an atom in eV/A: 4.45
Energy above the lowest of the compared OMol25 structures with the same formula, charge and spin in kcal/mol: 71.1
Molecular weight in g/mol: 349.438
Charge: +1
HOMO-LUMO gap in Ha: 0.2934
HOMO level in eV: -12.17



# 4
The following is a quantum chemistry calculation of a structure of composition C10H30MnO10, from OMol25.

The geometry in XYZ format:
```
51
C10H30MnO10 | OMol25 | ωB97M-V/def2-TZVPD
H 0.727 -0.656 5.861
C -1.016 -1.023 -0.234
H 3.345 -0.738 5.267
H -2.167 -1.372 -6.929
H -0.711 -5.388 -2.568
O 2.539 -1.247 5.151
C 6.123 -1.310 -1.648
C -1.893 -0.064 -1.144
C 1.844 3.773 0.968
O 4.509 -2.812 -0.883
H -4.027 -0.339 4.814
O -3.389 1.479 3.873
H -2.529 0.470 -0.438
H 2.088 -0.050 6.717
H -2.340 6.720 0.286
C 1.711 -0.948 6.228
C 5.154 -1.787 -0.623
Mn 2.064 -2.977 1.708
H 5.566 -1.288 -2.584
C -0.151 -7.057 -3.146
O -0.474 -0.539 -6.057
O 3.245 3.705 0.783
H 6.967 -1.989 -1.770
O -0.594 -2.115 -0.585
H -4.182 -0.202 3.043
C -4.238 0.340 3.987
H -5.205 0.738 4.295
O -0.497 -5.708 -3.447
C -1.791 -0.439 -6.509
H -0.883 -7.691 -2.644
H 0.850 -7.214 -2.744
C -3.324 6.538 0.719
H 1.529 -1.715 6.981
H -1.284 0.735 -1.568
H 1.373 3.734 -0.014
H 1.560 4.700 1.467
H -3.470 6.960 1.713
H -2.521 0.085 -5.891
H -2.401 -0.642 -1.916
H -0.127 -7.540 -4.123
O 4.930 -1.110 0.401
H 6.334 -0.253 -1.486
O -4.351 7.093 -0.114
H -0.216 0.320 -5.715
H -2.621 1.122 3.421
O -0.705 -0.727 0.945
H -3.324 5.450 0.782
H 3.521 2.792 0.890
H -5.245 6.864 0.150
H -1.736 0.333 -7.277
H 1.433 2.990 1.605
```

Properties
Multiplicity: 6
Largest force on an atom in eV/A: 4.32
Expectation value of S²: 8.827
Energy above the lowest of the compared OMol25 structures with the same formula, charge and spin in kcal/mol: 162.1
Molecular weight in g/mol: 365.278
HOMO-LUMO gap (spin up / spin down) in Ha: 0.1253 / 0.1419
HOMO level (spin up / spin down) in eV: -8.41 / -8.46



# 5
The following is a quantum chemistry calculation of a cluster of 5 separate species, C10H30O10 in total, from OMol25.

The geometry in XYZ format:
```
50
C10H30O10 | OMol25 | ωB97M-V/def2-TZVPD
H -1.628 -2.200 -2.208
H 0.806 1.325 5.361
C 3.422 2.262 -2.155
H 1.269 0.938 0.047
O 1.729 1.141 -3.525
C 0.233 -3.254 0.591
C -3.460 -1.626 -2.813
C -0.143 2.822 3.924
O -1.310 -2.747 2.260
H 3.380 3.317 -2.526
C 1.023 1.929 4.521
H -0.810 2.176 -1.427
H -1.747 0.925 0.491
O -0.460 -0.054 1.778
H 1.240 1.120 3.846
H -0.650 -3.532 -0.100
O -1.285 2.050 3.538
H -4.336 -1.252 -2.200
H -0.548 -4.654 2.189
C -0.235 -3.597 2.083
C -0.792 0.391 0.486
H -3.022 0.395 -3.407
O 2.080 2.754 4.825
H 2.611 2.208 -1.286
H 4.363 1.447 -0.689
H -0.804 -0.978 2.067
H 0.348 3.003 2.985
H -4.881 -1.233 -4.671
H -0.513 3.634 4.618
H 1.205 0.792 -2.908
H -2.439 -0.766 -4.609
H -1.511 -2.701 3.164
H 3.850 1.249 -3.797
H -1.046 1.386 3.043
H 3.249 0.303 -2.723
H -3.885 -2.620 -3.012
C 3.096 1.090 -3.154
O 4.610 1.968 -1.535
H 0.462 -2.307 0.549
H 0.741 -3.264 2.562
H 1.929 -3.898 -0.428
H 2.946 2.272 5.115
O 1.363 -4.175 0.287
O -2.425 -1.637 -1.934
H 0.321 2.103 0.517
O -0.025 1.637 -1.381
O -4.434 -0.348 -4.568
C 0.298 1.342 0.057
H -0.875 -0.517 0.022
C -3.313 -0.620 -3.868
```

Properties
Largest force on an atom in eV/A: 13.16
Energy above the lowest of the compared OMol25 structures with the same formula, charge and spin in kcal/mol: 158.1
Molecular weight in g/mol: 310.340
HOMO-LUMO gap in Ha: 0.3478
SMILES string: OCCO.OCCO.OCCO.OCCO.OCCO
HOMO level in eV: -9.39



# 6
The following is a quantum chemistry calculation of a cluster of 5 separate species, C10H30O10 in total, from OMol25.

The geometry in XYZ format:
```
50
C10H30O10 | OMol25 | ωB97M-V/def2-TZVPD
O -1.922 -4.409 1.502
H 0.667 -0.830 1.444
H 3.560 1.925 -4.432
H -0.639 0.437 0.161
H 1.041 2.377 -0.120
C 2.019 -1.382 4.173
H 4.707 3.379 -2.758
C -1.868 -2.978 1.657
H -3.163 -0.894 -3.644
C 3.208 -0.669 3.459
H 2.509 1.003 2.894
H 3.274 -0.850 2.386
H -2.683 -2.603 -0.206
H 2.110 -2.462 4.280
H -3.908 -2.979 0.956
H 3.367 3.191 -1.657
H -4.501 1.566 -1.153
H -3.847 -0.816 0.232
H -1.850 -2.652 2.697
O -4.830 -0.477 -1.215
C 1.302 1.394 0.271
C -2.980 -2.422 0.827
H 1.643 1.227 -3.547
O 4.352 1.373 -2.205
H -2.904 1.745 -2.942
H 2.258 1.152 -0.194
O 3.103 0.738 3.600
H -2.542 0.288 -1.979
O -3.228 -1.032 0.933
H 0.411 -0.177 3.983
H -5.596 -0.861 -1.649
C 3.884 2.716 -2.491
H 0.590 1.722 2.051
O 0.778 -0.953 3.555
O 0.754 -0.943 0.494
C 0.380 0.239 -0.172
C -3.255 0.752 -2.661
H 1.999 -1.014 5.199
C -4.603 0.768 -1.889
H -0.966 -2.598 1.177
O 1.672 2.186 -3.575
C 3.060 2.621 -3.758
H 4.179 -0.950 3.866
H 0.378 0.030 -1.242
H -5.425 0.863 -2.598
O -3.317 0.027 -3.867
H 3.900 0.954 -1.469
O 1.442 1.521 1.657
H -1.432 -4.827 2.214
H 2.911 3.584 -4.246
```

Properties
Largest force on an atom in eV/A: 1.78
Energy above the lowest of the compared OMol25 structures with the same formula, charge and spin in kcal/mol: 24.6
Molecular weight in g/mol: 310.340
HOMO-LUMO gap in Ha: 0.3699
SMILES string: OCCO.OCCO.OCCO.OCCO.OCCO
HOMO level in eV: -9.68



# 7
The following is a quantum chemistry calculation of a cluster of 5 separate species, C10H30O10 in total, from OMol25.

The geometry in XYZ format:
```
50
C10H30O10 | OMol25 | ωB97M-V/def2-TZVPD
C -0.199 3.068 -2.469
O 2.631 4.822 1.063
H -0.377 1.999 -2.584
O 0.965 3.015 2.518
O -3.184 -2.449 1.967
H 0.622 -1.189 0.894
H 0.266 0.309 1.737
C 2.360 2.794 2.431
O 1.329 0.333 -0.074
H 1.354 -4.888 -0.230
C -1.069 -0.139 -0.032
C 0.233 -0.179 0.763
O 1.233 2.996 -0.464
H 0.800 4.566 -1.531
O -1.896 0.923 0.473
H 1.260 1.231 -0.407
H -6.158 -3.600 -0.594
O 1.653 -2.396 -2.486
H 2.588 5.723 1.391
C 3.161 4.124 2.184
H -0.123 3.395 -3.506
H -2.702 -4.379 1.571
H 1.975 3.513 -2.287
H 4.248 4.105 2.108
C 1.168 -3.681 -1.975
H -1.721 -1.004 0.094
H -0.897 0.071 -1.087
H -2.108 3.810 -2.473
H 1.597 -3.058 0.078
H 1.349 -4.517 -2.651
H 0.549 2.606 1.755
H -4.075 -4.277 2.452
H -3.961 -2.016 2.328
H 2.730 2.299 3.329
H 2.597 -2.567 -2.535
O -1.405 3.643 -1.840
O 3.205 -4.184 -0.507
H 1.371 3.714 0.158
C -4.308 -3.679 0.180
C -3.599 -3.761 1.619
O -5.737 -3.548 0.267
H -4.083 -4.560 -0.422
C 1.768 -3.932 -0.552
H 2.555 2.096 1.616
H 0.088 -3.536 -1.995
H -3.892 -2.926 -0.489
H 3.433 -4.685 -1.294
C 1.037 3.521 -1.733
H -1.559 1.768 0.168
H 2.929 4.709 3.074
```

Properties
Multiplicity: 2
Largest force on an atom in eV/A: 4.27
Expectation value of S²: 0.756
Energy above the lowest of the compared OMol25 structures with the same formula, charge and spin in kcal/mol: 23.4
Molecular weight in g/mol: 310.340
Charge: +1
HOMO-LUMO gap (spin up / spin down) in Ha: 0.3789 / 0.1240
HOMO level (spin up / spin down) in eV: -12.45 / -12.45



# 8
The following is a quantum chemistry calculation of a cluster of 5 separate species, C10H30O5 in total, from OMol25.

The geometry in XYZ format:
```
45
C10H30O5 | OMol25 | ωB97M-V/def2-TZVPD
H 2.754 -0.439 2.642
H 4.545 1.023 1.355
O 0.278 0.607 -0.313
H 0.774 -3.636 0.919
C 3.488 0.785 1.469
H -2.088 1.079 0.567
H -2.107 -3.145 -0.039
H -0.340 -3.133 2.165
C -2.320 -3.508 -1.044
H -1.237 -0.576 -0.898
H 1.825 0.542 0.055
C -0.127 -3.049 1.099
H 0.472 1.540 -0.195
C 2.770 1.074 0.164
H -3.407 -3.468 -1.115
O 3.241 -0.575 1.826
H -1.381 3.192 1.034
H 2.740 2.158 0.054
H -0.525 4.413 2.063
H -1.595 2.401 -0.459
C -0.692 4.036 1.054
H 3.178 1.497 2.233
C 0.610 3.841 0.244
H 1.045 -1.123 1.265
H 0.206 -0.578 -0.881
H -0.526 -2.966 -2.098
C -0.922 0.458 -1.037
C -1.596 -2.761 -2.144
H -2.589 -5.345 -0.500
H 3.354 0.748 -0.697
H -2.901 1.377 -1.007
O 0.347 -1.482 -0.591
H -1.991 -3.186 -3.066
H -0.851 0.608 -2.114
H 1.540 3.676 0.788
O -2.019 -4.913 -1.140
O 0.482 2.833 -0.696
H 1.325 2.793 -1.152
H -1.881 -1.711 -2.208
C 0.173 -1.579 0.797
C -1.950 1.371 -0.474
H 0.856 4.813 -0.183
H -1.001 -3.552 0.684
H -0.657 -0.915 1.043
H -1.301 4.773 0.531
```

Properties
Largest force on an atom in eV/A: 4.96
Energy above the lowest of the compared OMol25 structures with the same formula, charge and spin in kcal/mol: 135.6
Molecular weight in g/mol: 230.345
HOMO-LUMO gap in Ha: 0.3314
SMILES string: CCO.CCO.CCO.CCO.CCO
HOMO level in eV: -8.57